Record 1
Here is a structure of composition C41H49BaN10O2S2Te from the OMol25 dataset. Energies are from the ωB97M-V functional and the def2-TZVPD basis.

## Properties
charge	-2
energy relative to the best compared isomer or geometry (same formula, charge and spin)	602.42	kJ/mol
2S+1	2
Kohn-Sham gap (spin up / spin down)	2.4026 / 2.3965	eV
E_tot	-91956.734	eV

Element x y z (Å)
Ba -1.937 -1.306 1.774
S -2.399 2.832 5.742
C -2.433 3.737 4.313
C -2.206 5.110 4.593
N -2.185 6.254 4.814
C -2.472 3.196 2.951
S -3.381 1.884 2.451
C -1.546 3.594 1.938
N -1.069 3.802 0.881
C -3.003 -5.547 0.286
C -3.680 -4.159 0.073
O -3.069 -3.077 -0.029
N -5.016 -4.208 0.094
C -5.893 -3.007 -0.081
C -6.369 -2.570 1.267
C -7.726 -2.696 1.642
C -8.111 -2.363 2.966
C -7.142 -1.831 3.828
C -5.902 -1.511 3.324
N -5.590 -1.735 2.060
H -3.481 -6.287 -0.402
H -3.235 -5.967 1.255
H -1.924 -5.462 0.151
H -5.446 -5.090 0.299
H -6.666 -3.215 -0.829
H -5.209 -2.212 -0.436
H -8.458 -3.232 1.011
H -9.167 -2.417 3.234
H -7.522 -1.643 4.822
H -5.027 -0.858 4.118
C 2.449 -2.513 4.705
N 1.541 -1.373 4.434
C 2.193 -0.094 4.136
C 0.202 -1.533 4.579
N -0.775 -0.667 4.208
N -0.226 -2.793 5.019
C -1.587 -3.262 4.986
N -1.888 -4.039 6.088
N -2.352 -3.098 3.942
H 1.873 -3.447 4.593
H 2.957 -2.376 5.683
H 3.248 -2.646 3.943
H 3.249 -0.249 4.232
H 1.912 0.636 4.917
H 1.945 0.216 3.133
H -0.261 0.429 4.522
H 0.320 -3.400 5.659
H -1.219 -3.974 6.867
H -2.924 -4.120 6.323
H -3.007 -3.781 4.065
H -4.754 -0.142 4.252
C 4.144 6.866 -0.647
C 3.398 5.585 -0.801
C 3.992 4.385 -0.405
C 3.315 3.135 -0.466
C 3.894 1.890 0.138
C 2.095 3.130 -1.171
Te 1.618 1.119 -1.998
N 1.247 0.104 -0.202
C 1.249 -1.234 -0.172
O 0.354 -1.983 0.427
C 2.376 -2.021 -0.877
C 2.090 -3.228 -1.534
C 3.020 -3.822 -2.397
C 4.262 -3.197 -2.598
C 4.602 -2.053 -1.874
C 3.663 -1.463 -1.051
C 1.690 1.188 -4.347
C 0.585 1.014 -5.177
C -0.787 0.591 -4.632
C 0.664 1.153 -6.564
C 1.854 1.432 -7.147
C 1.982 1.342 -8.637
C 2.925 1.721 -6.347
C 2.875 1.504 -4.990
C 4.201 1.568 -4.228
C 1.431 4.323 -1.497
C 0.099 4.422 -2.147
C 2.139 5.566 -1.297
H 3.965 7.548 -1.462
H 5.220 6.672 -0.516
H 3.844 7.374 0.300
H 5.043 4.342 -0.045
H 4.594 2.107 0.955
H 4.464 1.291 -0.595
H 3.151 1.254 0.616
H 1.141 -3.736 -1.407
H 2.847 -4.796 -2.831
H 5.009 -3.695 -3.215
H 5.599 -1.580 -1.954
H 3.913 -0.616 -0.453
H -0.920 -0.454 -4.309
H -1.389 0.635 -5.521
H -1.100 1.225 -3.707
H -0.270 1.011 -7.201
H 2.001 0.256 -8.985
H 2.929 1.890 -8.910
H 1.115 1.814 -9.105
H 3.823 2.148 -6.777
H 4.905 2.096 -4.922
H 4.599 0.582 -3.953
H 4.095 2.141 -3.296
H -0.143 5.475 -2.375
H -0.659 3.891 -1.550
H 0.060 3.828 -3.056
H 1.553 6.468 -1.491

---

Record 2
Here is a cluster of 4 separate species, C41H82F10N8O4PS2 in total from the OMol25 dataset. Energies are from the ωB97M-V functional and the def2-TZVPD basis.

## Properties
charge	+1
Kohn-Sham gap	4.9593	eV
E_tot	-122060.058	eV

Element x y z (Å)
C 5.111 0.385 -1.831
C 3.616 0.462 -2.574
O 3.923 0.502 -4.042
C 2.736 1.783 -2.083
N 1.261 1.691 -2.415
C 0.410 1.392 -1.196
C -1.084 0.823 -1.685
O -1.203 -0.648 -1.459
C -0.541 -1.341 -2.576
C 0.217 -2.796 -2.250
C -0.099 -3.491 -0.803
C -1.588 -4.152 -0.674
C -2.631 -3.371 0.321
F -3.443 -2.478 -0.592
F -2.009 -2.448 1.295
C -3.696 -4.445 0.929
F -4.979 -3.684 1.165
F -4.045 -5.502 -0.069
S -3.258 -5.271 2.531
F -3.378 -3.848 3.473
F -1.568 -5.155 2.316
F -3.183 -6.786 1.660
F -4.957 -5.581 2.781
F -2.956 -6.138 3.982
N 0.337 -3.623 -3.505
S 2.060 -3.517 -3.903
C 0.126 -5.116 -3.486
N 1.106 -5.699 -4.526
C -0.271 -2.767 -4.592
C -0.565 -3.387 -6.080
C 0.491 -2.831 -7.244
C -0.238 -1.742 -8.283
O -1.284 -2.231 -8.972
N 0.320 -0.327 -8.445
C -0.580 0.716 -7.820
C 0.103 2.132 -7.249
C -0.770 3.329 -6.504
C -2.404 3.189 -6.317
C -3.108 1.807 -6.926
C -2.212 0.599 -7.643
C -1.369 -1.683 -3.948
F -1.169 -0.508 -4.846
P -3.211 -2.178 -3.871
N -3.543 -3.759 -4.625
O -4.025 -0.976 -4.894
H 5.221 -0.609 -1.215
H 5.996 0.380 -2.624
H 5.315 1.311 -1.131
H 3.022 -0.539 -2.361
H 4.486 -0.310 -4.265
H 3.167 2.697 -2.706
H 2.912 1.960 -0.936
H 0.915 2.550 -2.915
H 0.868 0.521 -0.519
H 0.186 2.358 -0.565
H -1.957 1.338 -1.086
H -1.182 1.109 -2.828
H 0.387 -0.729 -3.009
H 1.343 -2.431 -2.096
H 0.191 -2.720 0.027
H 0.677 -4.391 -0.691
H -2.077 -4.148 -1.763
H -1.508 -5.269 -0.332
H 2.814 -4.044 -2.807
H -0.947 -5.466 -3.850
H 0.391 -5.654 -2.481
H 1.693 -6.410 -4.006
H 0.588 -6.223 -5.266
H 0.629 -2.017 -4.826
H -0.659 -4.557 -6.122
H -1.630 -2.970 -6.423
H 1.481 -2.393 -6.797
H 0.802 -3.758 -7.906
H 1.186 -0.336 -7.827
H 1.263 2.339 -7.354
H -0.278 4.324 -6.073
H -3.038 4.030 -5.779
H -4.286 1.750 -6.808
H -2.804 -0.340 -8.013
H -2.814 -4.468 -4.389
H -3.726 -3.689 -5.650
H -4.826 -0.598 -4.397
C 4.620 -0.127 1.854
C 5.934 0.498 2.318
N 5.808 1.884 2.773
C 7.103 2.549 2.960
C 8.024 2.008 4.051
C 4.823 2.134 3.828
C 4.995 1.379 5.144
H 4.155 0.465 1.059
H 4.806 -1.131 1.458
H 3.905 -0.232 2.676
H 6.614 0.469 1.455
H 6.376 -0.144 3.086
H 6.940 3.618 3.137
H 7.646 2.505 2.008
H 7.687 2.306 5.048
H 9.030 2.421 3.918
H 8.114 0.917 4.020
H 3.828 1.905 3.430
H 4.783 3.209 4.043
H 5.243 0.324 4.995
H 4.057 1.415 5.709
H 5.764 1.832 5.773
C -8.438 4.321 -1.468
C -7.623 3.034 -1.358
N -6.180 3.227 -1.514
C -5.445 1.967 -1.672
C -5.443 0.997 -0.493
C -5.554 4.204 -0.620
C -5.685 3.966 0.883
H -8.250 4.833 -2.417
H -9.508 4.089 -1.418
H -8.221 5.014 -0.648
H -7.980 2.371 -2.157
H -7.867 2.544 -0.411
H -4.407 2.184 -1.948
H -5.859 1.440 -2.541
H -4.771 1.330 0.303
H -5.082 0.018 -0.824
H -6.443 0.849 -0.071
H -5.969 5.192 -0.847
H -4.490 4.298 -0.869
H -6.695 3.664 1.175
H -5.455 4.894 1.419
H -4.979 3.212 1.236
C 2.779 4.081 8.940
C 1.792 2.935 8.725
N 2.411 1.609 8.712
C 1.504 0.555 8.244
C 0.274 0.250 9.097
C 3.220 1.258 9.881
C 2.532 1.278 11.244
H 3.574 4.069 8.188
H 2.257 5.041 8.860
H 3.237 4.045 9.934
H 1.316 3.113 7.751
H 1.001 3.008 9.477
H 2.069 -0.374 8.101
H 1.159 0.827 7.239
H 0.535 -0.322 9.991
H -0.428 -0.362 8.521
H -0.259 1.157 9.401
H 4.078 1.939 9.922
H 3.672 0.270 9.731
H 1.892 2.154 11.381
H 3.291 1.303 12.035
H 1.932 0.380 11.408

---

- Which of these has the lowest E_tot?
  C41H82F10N8O4PS2

---

- Which value of E_tot does entry 2 give?
  -122060.058 eV

---

- The highest charge belongs to which entry?
  C41H82F10N8O4PS2